Entry 1:
Here is a 3-piece molecular cluster, CH8O3 overall in a non-equilibrium geometry from OMol25. Energies are from the ωB97M-V functional and the def2-TZVPD basis.

XYZ file:
```
12
Properties=species:S:1:pos:R:3
C 0.02 2.84 -0.37
O 0.17 2.82 -1.77
H 0.81 2.19 0.09
H -1.00 2.59 -0.11
H 0.33 3.84 -0.01
H 0.87 3.51 -1.92
H 0.05 -0.79 0.28
H 0.38 -1.62 -0.86
O -0.27 -0.94 -0.63
H -0.90 -5.23 2.30
H -0.35 -4.39 1.09
O -0.12 -4.83 1.91
```

Computed properties:
- Energy relative to the best compared isomer or geometry (same formula, charge and spin): 7.2 kcal/mol
- Orbital gap (alpha / beta): 8.83 / 2.51 eV
- DFT total energy: -268.1865 Eh
- Total charge: +1
- Multiplicity: 2
- Highest occupied orbital energy (alpha / beta): -13.51 / -13.51 eV



Entry 2:
Here is a 4-piece molecular cluster, CH8O5 overall in a non-equilibrium geometry from OMol25. Energies are from the ωB97M-V functional and the def2-TZVPD basis.

XYZ file:
```
14
Properties=species:S:1:pos:R:3
O 2.48 -1.67 0.43
C 1.84 -1.12 -0.49
O 0.63 -1.34 -0.68
H 2.36 -0.41 -1.15
H 0.23 -0.68 -1.38
H -1.01 0.75 -0.70
H -0.50 1.42 -2.06
O -0.57 0.60 -1.56
H -0.51 2.12 1.00
H -1.66 1.19 1.30
O -1.41 1.91 0.70
H -0.10 -0.66 2.11
H -0.86 -1.34 0.85
O -0.92 -0.77 1.62
```

Computed properties:
- Energy relative to the best compared isomer or geometry (same formula, charge and spin): 20.0 kcal/mol
- Orbital gap (alpha / beta): 9.97 / 5.14 eV
- DFT total energy: -418.7262 Eh
- Total charge: +1
- Multiplicity: 2
- Highest occupied orbital energy (alpha / beta): -15.38 / -15.38 eV



Entry 3:
Here is a 4-piece molecular cluster, CH8O5 overall in a non-equilibrium geometry from OMol25. Energies are from the ωB97M-V functional and the def2-TZVPD basis.

XYZ file:
```
14
Properties=species:S:1:pos:R:3
O 1.48 -0.42 1.39
C 1.31 0.51 0.68
O 0.45 1.51 0.95
H 2.12 0.96 0.03
H -0.21 1.08 1.57
H -0.58 -1.46 2.36
H -2.11 -1.48 2.33
O -1.36 -0.91 2.21
H -0.51 0.62 -2.88
H 0.19 1.93 -3.36
O -0.56 1.56 -2.91
H -1.07 -2.15 -1.06
H -0.57 -2.45 -2.45
O -0.64 -1.74 -1.73
```

Computed properties:
- Energy relative to the best compared isomer or geometry (same formula, charge and spin): 47.6 kcal/mol
- Orbital gap (alpha / beta): 9.08 / 3.28 eV
- DFT total energy: -418.6822 Eh
- Total charge: +1
- Multiplicity: 2
- Highest occupied orbital energy (alpha / beta): -14.94 / -14.43 eV



Question: Look up the multiplicity of the third one.
Answer: 2



Question: total charge of number 2 (CH8O5)?
Answer: +1



Please write out number 1 again, unchanged.
Here is a 3-piece molecular cluster, CH8O3 overall in a non-equilibrium geometry from OMol25. Energies are from the ωB97M-V functional and the def2-TZVPD basis.

XYZ file:
```
12
Properties=species:S:1:pos:R:3
C 0.02 2.84 -0.37
O 0.17 2.82 -1.77
H 0.81 2.19 0.09
H -1.00 2.59 -0.11
H 0.33 3.84 -0.01
H 0.87 3.51 -1.92
H 0.05 -0.79 0.28
H 0.38 -1.62 -0.86
O -0.27 -0.94 -0.63
H -0.90 -5.23 2.30
H -0.35 -4.39 1.09
O -0.12 -4.83 1.91
```

Computed properties:
- Energy relative to the best compared isomer or geometry (same formula, charge and spin): 7.2 kcal/mol
- Orbital gap (alpha / beta): 8.83 / 2.51 eV
- DFT total energy: -268.1865 Eh
- Total charge: +1
- Multiplicity: 2
- Highest occupied orbital energy (alpha / beta): -13.51 / -13.51 eV



Question: What is the DFT total energy in the first record?
Answer: -268.1865 Eh